Record 1
One molecule with the formula C5H6O2. Source: OMol25; level of theory: ωB97M-V with the def2-TZVPD basis set.

The value obtained for the energy above the lowest of the compared OMol25 structures with the same formula, charge and spin is 129.46 kcal per mole. The orbital gap comes out at 7.839 eV. For the HOMO energy, the calculation gives -8.24 eV. The calculation puts the LUMO energy at -0.0146 Eh.

CARTESIAN COORDINATES (ANGSTROEM)
O  1.8951  0.9295  1.0982
C  0.7820  0.0823  1.1850
C  0.0183  -0.0359  -0.1183
C  0.7327  -0.1902  -1.3543
O  1.9588  -0.2270  -1.4263
C  -1.3726  -0.2731  -0.1269
C  -2.6081  -0.3792  -0.1203
H  2.4043  0.6050  0.3353
H  1.0774  -0.9376  1.4884
H  0.1315  0.4762  1.9731
H  -1.4821  0.8345  -0.4849
H  0.1169  -0.2910  -2.2729
H  -3.6542  -0.5935  -0.1762

Charges per atom according to Mulliken partitioning, unit e: number 1, O, carries -0.537; number 2, C, carries -0.494; number 3, C, carries -0.025; number 4, C, carries -0.033; number 5, O, carries -0.612; number 6, C, carries -0.128; number 7, C, carries -0.229; number 8, H, carries 0.358; number 9, H, carries 0.247; number 10, H, carries 0.330; number 11, H, carries 0.347; number 12, H, carries 0.354; number 13, H, carries 0.422

Record 2
C5H6O2 as an isolated structure. Source: OMol25; level of theory: ωB97M-V with the def2-TZVPD basis set.

The value obtained for the energy above the lowest of the compared OMol25 structures with the same formula, charge and spin is 117.00 kcal per mole. The orbital gap comes out at 9.923 eV. For the HOMO energy, the calculation gives -9.03 eV. The calculation puts the LUMO energy at 0.0328 Eh.

CARTESIAN COORDINATES (ANGSTROEM)
O  -0.3811  2.8918  -0.5040
C  -0.5259  -0.0196  -0.1433
C  -0.4626  -0.8573  1.1804
O  -0.5848  -2.1330  0.5739
C  -0.2025  -1.4746  -0.6213
C  1.0496  -0.7418  -0.4044
C  0.8615  -0.2972  0.8952
H  -0.7986  3.1189  -1.3414
H  -0.5679  1.9342  -0.4118
H  -1.0149  -0.6675  2.0935
H  -0.4836  -1.9236  -1.5674
H  1.7414  -0.3513  -1.1398
H  1.3695  0.5209  1.3906

Charges per atom according to Mulliken partitioning, unit e: number 1, O, carries -0.678; number 2, C, carries -0.816; number 3, C, carries 0.003; number 4, O, carries -0.403; number 5, C, carries 0.038; number 6, C, carries -0.332; number 7, C, carries -0.259; number 8, H, carries 0.298; number 9, H, carries 0.609; number 10, H, carries 0.431; number 11, H, carries 0.423; number 12, H, carries 0.315; number 13, H, carries 0.370

Record 3
C5H6O2 as an isolated structure. Source: OMol25; level of theory: ωB97M-V with the def2-TZVPD basis set.

The value obtained for the energy above the lowest of the compared OMol25 structures with the same formula, charge and spin is 61.25 kcal per mole. The orbital gap comes out at 10.781 eV. For the HOMO energy, the calculation gives -9.72 eV. The calculation puts the LUMO energy at 0.0389 Eh.

CARTESIAN COORDINATES (ANGSTROEM)
O  -1.7838  -0.4216  -1.3633
C  -1.0148  -0.0981  -0.2580
C  0.2235  -1.0193  0.0327
O  0.8831  -0.3429  -1.0807
C  0.2142  0.8342  -0.5343
C  0.8095  0.9510  0.8576
C  0.8170  -0.3266  1.2491
H  -1.1561  -0.5462  -2.0930
H  -1.6771  0.1466  0.5758
H  0.2037  -2.1071  -0.0452
H  0.1835  1.6862  -1.2146
H  1.0847  1.8562  1.3846
H  1.0951  -0.7721  2.1964

Charges per atom according to Mulliken partitioning, unit e: number 1, O, carries -0.589; number 2, C, carries -0.199; number 3, C, carries 0.033; number 4, O, carries -0.475; number 5, C, carries 0.029; number 6, C, carries -0.639; number 7, C, carries -0.654; number 8, H, carries 0.365; number 9, H, carries 0.403; number 10, H, carries 0.470; number 11, H, carries 0.448; number 12, H, carries 0.404; number 13, H, carries 0.404

Record 4
C5H6O2 as an isolated structure. Source: OMol25; level of theory: ωB97M-V with the def2-TZVPD basis set.

The value obtained for the energy above the lowest of the compared OMol25 structures with the same formula, charge and spin is 94.80 kcal per mole. The orbital gap (spin up / spin down) comes out at 9.994 / 9.994 eV. For the HOMO energy (spin up / spin down), the calculation gives -9.10 / -9.10 eV. The calculation puts the LUMO energy (spin up / spin down) at 0.0330 / 0.0330 Eh.

CARTESIAN COORDINATES (ANGSTROEM)
O  0.5932  1.7141  -0.7696
C  0.1313  0.5505  -0.2583
C  1.3421  -0.4070  -0.0040
O  1.4138  -0.6671  -1.4444
C  0.3403  0.0816  -1.6641
C  -1.3772  -0.3977  1.4765
C  -1.1206  0.5185  0.5490
H  1.1808  -1.3435  0.5293
H  2.2581  0.1037  0.2923
H  0.0575  0.1654  -2.7249
H  -0.6333  -1.1399  1.7562
H  -2.3334  -0.4558  1.9876
H  -1.8525  1.2772  0.2744

Charges per atom according to Mulliken partitioning, unit e: number 1, O, carries -0.665; number 2, C, carries 1.194; number 3, C, carries -0.461; number 4, O, carries -0.338; number 5, C, carries -0.233; number 6, C, carries -0.734; number 7, C, carries -0.479; number 8, H, carries 0.330; number 9, H, carries 0.241; number 10, H, carries 0.382; number 11, H, carries 0.166; number 12, H, carries 0.264; number 13, H, carries 0.332

Record 5
C5H6O2 as an isolated structure. Source: OMol25; level of theory: ωB97M-V with the def2-TZVPD basis set.

The value obtained for the energy above the lowest of the compared OMol25 structures with the same formula, charge and spin is 72.87 kcal per mole. The orbital gap comes out at 9.606 eV. For the HOMO energy, the calculation gives -9.46 eV. The calculation puts the LUMO energy at 0.0054 Eh.

CARTESIAN COORDINATES (ANGSTROEM)
O  2.1384  0.4526  -1.5454
C  1.1238  -0.0420  -1.1054
C  0.8642  -0.1066  0.2673
C  -0.1954  -0.8963  0.8931
C  -1.3020  0.0554  0.5736
O  -2.4355  0.0335  0.9599
C  -0.5735  1.0089  -0.3392
H  1.7207  0.1719  0.8730
H  0.5372  -0.7158  -1.7323
H  -0.0106  -1.0348  1.9494
H  -0.4330  -1.8639  0.4668
H  -0.4072  2.0034  0.0555
H  -1.0427  1.0984  -1.3343

Charges per atom according to Mulliken partitioning, unit e: number 1, O, carries -0.599; number 2, C, carries -0.194; number 3, C, carries 0.007; number 4, C, carries -0.543; number 5, C, carries 0.449; number 6, O, carries -0.532; number 7, C, carries -0.677; number 8, H, carries 0.406; number 9, H, carries 0.438; number 10, H, carries 0.308; number 11, H, carries 0.273; number 12, H, carries 0.351; number 13, H, carries 0.313

Record 6
C5H6O2 as an isolated structure. Source: OMol25; level of theory: ωB97M-V with the def2-TZVPD basis set.

The value obtained for the energy above the lowest of the compared OMol25 structures with the same formula, charge and spin is 153.96 kcal per mole. The orbital gap comes out at 9.224 eV. For the HOMO energy, the calculation gives -8.60 eV. The calculation puts the LUMO energy at 0.0231 Eh.

CARTESIAN COORDINATES (ANGSTROEM)
C  0.1401  0.4966  1.4079
O  0.2818  -0.8249  1.2871
C  0.1443  -1.2161  -0.0827
C  -1.0813  -0.6808  -0.7896
O  -1.6254  0.4005  -0.0567
C  -0.2850  0.9796  0.0371
C  0.2581  -0.0411  -0.9866
H  1.7314  1.1744  1.1717
H  1.1433  1.1124  1.8790
H  0.5551  -2.1942  -0.2971
H  -1.7421  -1.2583  -1.4268
H  -0.2538  2.0517  -0.1573
H  0.9154  0.1108  -1.8332

Charges per atom according to Mulliken partitioning, unit e: number 1, C, carries -0.271; number 2, O, carries -0.282; number 3, C, carries -0.200; number 4, C, carries -0.230; number 5, O, carries -0.415; number 6, C, carries 0.044; number 7, C, carries -0.442; number 8, H, carries 0.046; number 9, H, carries 0.141; number 10, H, carries 0.410; number 11, H, carries 0.391; number 12, H, carries 0.398; number 13, H, carries 0.411

Record 7
One molecule with the formula C5H6O2. Source: OMol25; level of theory: ωB97M-V with the def2-TZVPD basis set.

The value obtained for the energy above the lowest of the compared OMol25 structures with the same formula, charge and spin is 96.05 kcal per mole. The orbital gap comes out at 8.681 eV. For the HOMO energy, the calculation gives -9.24 eV. The calculation puts the LUMO energy at -0.0207 Eh.

CARTESIAN COORDINATES (ANGSTROEM)
C  -1.8807  -0.3833  -0.2356
C  -0.6331  -0.0461  0.5899
O  0.3247  -1.1415  0.4281
C  1.5026  -0.6473  -0.0096
O  2.4786  -1.3071  -0.2388
C  1.3413  0.8510  -0.1469
C  0.0160  1.2778  0.2069
H  -2.2650  -1.3738  0.0355
H  -2.6665  0.3583  -0.0675
H  -1.6285  -0.3970  -1.2993
H  -0.9043  -0.0345  1.6603
H  2.3150  1.4895  0.0822
H  1.9997  1.3540  -1.0053

Charges per atom according to Mulliken partitioning, unit e: number 1, C, carries -1.227; number 2, C, carries 0.661; number 3, O, carries -0.373; number 4, C, carries 0.605; number 5, O, carries -0.563; number 6, C, carries 0.039; number 7, C, carries -0.778; number 8, H, carries 0.330; number 9, H, carries 0.358; number 10, H, carries 0.318; number 11, H, carries 0.298; number 12, H, carries 0.173; number 13, H, carries 0.158

Record 8
C5H6O2 as an isolated structure. Source: OMol25; level of theory: ωB97M-V with the def2-TZVPD basis set.

The value obtained for the energy above the lowest of the compared OMol25 structures with the same formula, charge and spin is 126.86 kcal per mole. The orbital gap comes out at 10.056 eV. For the HOMO energy, the calculation gives -10.47 eV. The calculation puts the LUMO energy at -0.0152 Eh.

CARTESIAN COORDINATES (ANGSTROEM)
C  0.4818  1.0464  1.6001
C  -0.5120  0.3084  0.7370
O  -0.5860  1.0624  -0.5746
C  -0.2984  0.1824  -1.5544
O  -0.2483  0.3786  -2.7315
C  -0.0901  -0.9814  -0.6912
C  -0.1360  -1.1837  0.5499
H  0.1947  2.0997  1.6648
H  0.4978  0.6008  2.5977
H  1.4832  0.9769  1.1650
H  -1.5310  0.3487  1.1252
H  0.0116  -2.5239  -1.9319
H  0.7327  -2.3153  -1.9560

Charges per atom according to Mulliken partitioning, unit e: number 1, C, carries -1.207; number 2, C, carries 0.554; number 3, O, carries -0.348; number 4, C, carries 0.610; number 5, O, carries -0.525; number 6, C, carries -0.094; number 7, C, carries -0.488; number 8, H, carries 0.340; number 9, H, carries 0.352; number 10, H, carries 0.319; number 11, H, carries 0.277; number 12, H, carries 0.106; number 13, H, carries 0.104

Record 9
One molecule with the formula C5H6O2. Source: OMol25; level of theory: ωB97M-V with the def2-TZVPD basis set.

The value obtained for the energy above the lowest of the compared OMol25 structures with the same formula, charge and spin is 27.44 kcal per mole. The orbital gap comes out at 9.801 eV. For the HOMO energy, the calculation gives -9.73 eV. The calculation puts the LUMO energy at 0.0027 Eh.

CARTESIAN COORDINATES (ANGSTROEM)
C  -1.6641  -0.0498  1.1456
C  -0.6345  0.0380  0.3111
C  -0.5128  -0.3083  -1.1460
O  0.8562  -0.6626  -1.3333
C  1.6592  0.0320  -0.3995
C  0.7356  0.4510  0.7391
O  1.0565  0.9957  1.7673
H  -1.5363  0.2343  2.1874
H  -2.6397  -0.4124  0.8320
H  -1.1285  -1.1564  -1.4566
H  -0.7732  0.5599  -1.7735
H  2.4423  -0.6380  -0.0296
H  2.1391  0.9167  -0.8441

Charges per atom according to Mulliken partitioning, unit e: number 1, C, carries -0.922; number 2, C, carries 0.538; number 3, C, carries -0.460; number 4, O, carries -0.360; number 5, C, carries -0.325; number 6, C, carries 0.435; number 7, O, carries -0.575; number 8, H, carries 0.300; number 9, H, carries 0.308; number 10, H, carries 0.333; number 11, H, carries 0.222; number 12, H, carries 0.266; number 13, H, carries 0.241

Record 10
One molecule with the formula C5H6O2. Source: OMol25; level of theory: ωB97M-V with the def2-TZVPD basis set.

The value obtained for the energy above the lowest of the compared OMol25 structures with the same formula, charge and spin is 109.13 kcal per mole. The orbital gap (spin up / spin down) comes out at 7.068 / 7.579 eV. For the HOMO energy (spin up / spin down), the calculation gives -8.09 / -8.49 eV. The calculation puts the LUMO energy (spin up / spin down) at -0.0376 / -0.0335 Eh.

CARTESIAN COORDINATES (ANGSTROEM)
C  -0.1657  0.7123  -1.3056
C  0.1681  -0.2624  -0.2462
O  -0.8735  -1.0365  0.2337
C  -1.9555  -0.4740  0.8177
O  -2.0443  0.6801  1.1203
C  1.3430  -0.3665  0.4496
C  2.6941  -0.3588  0.0867
H  -0.9881  0.3686  -1.9351
H  0.7320  0.9388  -1.8866
H  -0.4884  1.6356  -0.8018
H  0.9951  -0.4485  1.4833
H  -2.7080  -1.2553  0.9886
H  3.2910  -0.1335  0.9955

Charges per atom according to Mulliken partitioning, unit e: number 1, C, carries -1.105; number 2, C, carries 0.712; number 3, O, carries -0.273; number 4, C, carries 0.141; number 5, O, carries -0.443; number 6, C, carries -0.238; number 7, C, carries -0.590; number 8, H, carries 0.309; number 9, H, carries 0.408; number 10, H, carries 0.295; number 11, H, carries 0.242; number 12, H, carries 0.367; number 13, H, carries 0.177

Record 11
A 2-piece molecular cluster, C5H6O2PS overall. Source: OMol25; level of theory: ωB97M-V with the def2-TZVPD basis set.

The value obtained for the energy above the lowest of the compared OMol25 structures with the same formula, charge and spin is 0.00 kcal per mole. The orbital gap comes out at 8.050 eV. For the HOMO energy, the calculation gives -4.54 eV. The calculation puts the LUMO energy at 0.1291 Eh. The charge is -1.

CARTESIAN COORDINATES (ANGSTROEM)
C  -0.0557  1.8773  1.0708
C  -1.0273  1.0676  1.7701
C  0.0173  1.4724  -0.2061
C  -1.5466  0.1698  0.9192
C  -0.8976  0.3192  -0.4096
O  1.4020  -1.3646  -2.3325
O  3.3157  -3.0226  -1.9429
P  2.0209  -2.4443  -1.5356
S  1.0855  -3.0971  0.0593
H  0.5084  2.6729  1.5319
H  -1.2687  1.1897  2.8128
H  0.6504  1.8593  -0.9833
H  -1.6098  0.4611  -1.2247
H  -0.3157  -0.5735  -0.6652
H  -2.2789  -0.5872  1.1356

Charges per atom according to Mulliken partitioning, unit e: number 1, C, carries -0.396; number 2, C, carries -0.359; number 3, C, carries -0.514; number 4, C, carries -0.491; number 5, C, carries -0.093; number 6, O, carries -0.595; number 7, O, carries -0.617; number 8, P, carries 0.731; number 9, S, carries -0.506; number 10, H, carries 0.396; number 11, H, carries 0.403; number 12, H, carries 0.407; number 13, H, carries 0.278; number 14, H, carries -0.021; number 15, H, carries 0.377

Record 12
One molecule with the formula C5H6O2S. Source: OMol25; level of theory: ωB97M-V with the def2-TZVPD basis set.

The value obtained for the energy above the lowest of the compared OMol25 structures with the same formula, charge and spin is 44.37 kcal per mole. The orbital gap comes out at 8.870 eV. For the HOMO energy, the calculation gives -8.08 eV. The calculation puts the LUMO energy at 0.0288 Eh.

CARTESIAN COORDINATES (ANGSTROEM)
C  -1.3026  -1.7489  1.0640
O  -0.9328  -1.4902  -0.2815
C  -0.3152  -0.3517  -0.5555
S  -0.4510  0.2277  -2.1209
C  0.5808  1.5852  -1.8487
C  1.0951  1.5378  -0.6186
C  0.5555  0.4067  0.1629
O  0.8991  0.2048  1.5180
H  -1.9554  -2.6056  1.1696
H  -1.9428  -0.8378  1.2701
H  -0.4795  -1.9412  1.5849
H  0.6126  2.3393  -2.7702
H  1.8324  2.3064  -0.2537
H  1.8039  0.3674  1.6796

Charges per atom according to Mulliken partitioning, unit e: number 1, C, carries -0.728; number 2, O, carries -0.443; number 3, C, carries 0.271; number 4, S, carries -0.176; number 5, C, carries -0.218; number 6, C, carries -0.619; number 7, C, carries 0.709; number 8, O, carries -0.524; number 9, H, carries 0.238; number 10, H, carries 0.333; number 11, H, carries 0.317; number 12, H, carries 0.265; number 13, H, carries 0.265; number 14, H, carries 0.309